ORCA calculation (ωB97M-V/def2-TZVPD) on C10H14N3O5Pd as an isolated structure.

The geometry in XYZ format:
```
33
Properties=species:S:1:pos:R:3:forces:R:3
O 3.344316 1.323929 -1.615572 -2.58 0.34 2.07
C 2.441204 1.433800 -0.911675 3.51 -0.93 -2.59
Pd 0.637534 2.154627 -0.204930 -1.00 -1.05 0.23
C -1.185129 2.773985 0.540690 -3.80 2.03 1.16
O -2.152581 3.354754 0.754178 2.83 -1.76 -0.66
C 1.210874 4.216409 -0.417089 0.73 3.33 1.09
O 0.595908 5.212736 -0.150512 0.54 -1.21 -0.83
C 0.148788 2.743955 -2.091897 -1.46 0.76 -5.30
O -0.329173 2.964624 -3.114931 0.91 -0.60 2.85
C 1.597143 2.878475 1.392091 2.25 -0.04 5.68
O 2.029848 3.219438 2.414848 -1.34 -0.25 -3.38
H 2.205716 4.160800 -0.922391 -0.26 0.64 -0.49
C -1.756490 -1.579167 -1.954964 0.04 0.18 -0.01
N -1.148412 -1.953722 -0.679596 0.31 -0.19 -0.04
C -1.615884 -3.218443 -0.132390 -0.55 -0.83 0.04
C -0.393514 -1.019897 -0.004956 -0.63 -0.32 -0.55
N -0.342953 0.201452 -0.508435 -0.29 -1.10 -0.04
N 0.256629 -1.353878 1.130706 -0.10 0.15 -0.07
C 0.409596 -2.720823 1.593976 0.31 -0.61 0.53
C 1.015153 -0.329399 1.823797 0.08 -0.08 0.20
H -2.224845 -2.461705 -2.406112 0.26 0.37 0.13
H -0.999040 -1.181932 -2.647436 -0.25 -0.22 0.07
H -2.534435 -0.815717 -1.795268 0.02 -0.18 -0.21
H -0.837690 -3.994889 -0.100988 -0.38 0.35 0.07
H -2.088502 -3.101104 0.851239 0.17 -0.04 -0.32
H -2.389733 -3.626827 -0.791720 0.14 0.32 0.15
H -0.951337 0.190048 -1.320374 0.27 0.53 0.25
H 0.791490 -3.379416 0.802650 -0.10 0.22 0.33
H 1.140609 -2.731743 2.406414 -0.06 0.07 -0.25
H -0.520556 -3.122350 2.019587 0.52 0.08 -0.17
H 1.801371 0.078190 1.177057 -0.11 -0.10 0.31
H 0.362366 0.478477 2.168573 0.14 -0.09 -0.05
H 1.481729 -0.794686 2.695432 -0.08 0.23 -0.17
```
Positions in Å, forces in eV/Å.

Output
Multiplicity: 3
Frontier orbital gap (spin up / spin down) (hartree): 0.2291 / 0.2851
Total charge: +1
ΔE to the lowest compared entry with this formula, charge and spin (kcal per mole): 10.2
E_tot (Ha): -1057.3843
Strongest force on any atom (Eh/bohr): 0.11883